Entry 1:
Formula: C37H38N3O2S
Source: OMol25
Level of theory: ωB97M-V/def2-TZVPD

Results
- LUMO energy (eV) = -5.56
- total charge = +1
- HOMO level (eV) = -9.8687
- energy (hartree) = -2145.30838
- gap between HOMO and LUMO (eV) = 4.312
- maximum force (eV Å⁻¹) = 2.72

Each line ends with the Löwdin charge.
Atoms and positions in Å:
S (5.24521, 1.38401, -4.77517)  0.9591
O (-5.08200, 4.09949, 1.74364)  -0.0464
O (2.18552, -2.32847, 5.29982)  0.0128
N (8.16072, 2.39396, -2.68585)  0.1435
N (1.61376, -0.14826, -4.44981)  -0.0498
N (3.83055, -0.83255, -4.15418)  0.1536
C (1.69124, -1.43494, 7.50642)  -0.0136
C (1.25211, -3.00230, 9.31102)  -0.0807
C (-4.39553, 2.95512, 2.00558)  -0.2058
C (0.34150, 0.03585, -3.92207)  -0.1292
C (-0.58120, -2.30762, 2.88918)  0.0121
C (-3.73208, 0.68533, -2.53098)  -0.0975
C (2.42392, -1.31120, -3.99621)  -0.5309
C (-0.89016, -0.91550, 2.77517)  -0.1861
C (-4.69175, 1.85742, 1.15605)  0.0252
C (2.22185, 2.20011, -3.95129)  -0.0473
C (5.85670, 1.11198, -2.99719)  -0.3858
C (1.94701, -2.51690, 6.66564)  -0.2462
C (2.24208, 1.39561, -6.32226)  -0.0184
C (-0.76385, -0.48087, -4.50332)  -0.0164
C (-2.68892, 1.62850, 3.09470)  0.0207
C (-4.79606, 0.26862, -3.34918)  -0.0876
C (-0.11778, -0.02239, 3.57471)  0.0072
C (-2.79103, 0.61759, 2.08487)  -0.1805
C (-2.41745, 0.43542, -2.91043)  -0.0437
C (-4.52991, -0.34647, -4.58544)  -0.0794
C (2.09440, -1.66074, -2.55223)  -0.0323
C (1.35137, -1.68845, 8.84100)  -0.0687
C (-3.39844, 2.81882, 3.00786)  0.0311
C (-3.21477, -0.58072, -4.98035)  -0.0258
C (1.14953, -1.85384, 4.49492)  -0.1944
C (-3.90958, 0.72745, 1.19531)  0.0009
C (1.51455, -4.07165, 8.45032)  -0.0695
C (1.91120, -3.83483, 7.13358)  -0.0015
C (2.43964, 0.99582, -4.85837)  -0.5223
C (0.45778, -2.75933, 3.67786)  0.0365
C (2.16984, -2.54840, -4.84717)  -0.0210
C (0.83807, -0.48877, 4.47241)  0.0327
C (7.14688, 1.82065, -2.79974)  -0.2823
C (3.83523, 0.37117, -4.60606)  -0.5685
C (-2.13246, -0.22560, -4.12389)  -0.2216
C (-1.97520, -0.52705, 1.93045)  0.1166
C (-4.81095, 5.31449, 2.48232)  -0.0248
H (-5.50341, 1.98384, 0.44655)  0.1341
H (2.28855, 1.89501, -2.89813)  0.0882
H (2.16552, -0.77328, -1.91134)  0.0824
H (-1.22741, -3.03379, 2.38981)  0.1297
H (-0.62038, -1.06516, -5.42474)  0.1254
H (-4.18355, -0.12010, 0.57304)  0.1276
H (1.73729, -0.41866, 7.11799)  0.1033
H (-5.82799, 0.41872, -3.02118)  0.1003
H (2.47664, 0.56837, -7.00485)  0.0918
H (2.77876, -3.37835, -4.46989)  0.0867
H (1.07691, -2.06736, -2.50746)  0.0827
H (-0.31254, 1.04776, 3.53746)  0.1074
H (3.00490, 2.94095, -4.15236)  0.0730
H (1.41746, -5.10091, 8.80379)  0.1126
H (-4.98952, 5.16346, 3.55728)  0.1029
H (2.13706, -4.65179, 6.45255)  0.1213
H (1.11313, -2.82634, -4.77275)  0.0780
H (-3.78067, 5.65561, 2.30346)  0.1060
H (2.42510, -2.38499, -5.89955)  0.0874
H (1.24103, 2.63931, -4.16421)  0.0905
H (0.31219, 0.65456, -3.00463)  0.1114
H (-2.29531, -1.25019, 1.17728)  0.1393
H (1.15772, -0.84581, 9.50698)  0.1098
H (0.73532, -3.81737, 3.69895)  0.1392
H (5.10015, 1.51905, -2.30449)  0.0837
H (-5.35630, -0.64361, -5.23564)  0.1081
H (1.35427, 0.20135, 5.14109)  0.1224
H (5.98064, 0.02208, -2.87794)  0.0805
H (1.20731, 1.72446, -6.47591)  0.0898
H (-5.52304, 6.03712, 2.07607)  0.1041
H (2.91566, 2.23113, -6.55800)  0.0826
H (2.79761, -2.41964, -2.19612)  0.0877
H (-3.18209, 3.63688, 3.69932)  0.1229
H (-1.58191, 0.77162, -2.28640)  0.0996
H (-2.98930, -1.00494, -5.95871)  0.1135
H (0.96642, -3.19025, 10.35364)  0.1119
H (-2.09765, 1.44465, 3.98660)  0.1141
H (-3.92010, 1.20610, -1.58915)  0.0741

Entry 2:
Formula: C42H117N9O15
Source: OMol25
Level of theory: ωB97M-V/def2-TZVPD

Results
- LUMO energy (eV) = -0.03
- HOMO level (eV) = -9.0923
- energy (hartree) = -3291.40497
- gap between HOMO and LUMO (eV) = 9.064
- energy relative to the best compared isomer or geometry (same formula, charge and spin) (eV) = 5.616
- structure (SMILES) = COC[C@H](C)N.COC[C@H](C)N.COC[C@H](C)N.COC[C@H](C)N.COC[C@H](C)N.COC[C@H](C)N.COC[C@H](C)N.COC[C@H](C)N.COC[C@H](C)N.OCCO.OCCO.OCCO
- maximum force (eV Å⁻¹) = 2.40

Each line ends with the Löwdin charge.
Atoms and positions in Å:
O (-4.86345, -5.43917, 3.70529)  -0.1816
O (-5.19619, 7.15001, 3.00199)  -0.1881
O (3.44740, 3.53246, -2.13422)  -0.0748
O (-3.34634, -7.45000, -2.97751)  -0.1925
O (5.45516, -3.01996, -2.22419)  -0.2024
O (5.01201, 4.38933, 1.10613)  -0.0463
O (3.46856, -1.33804, 5.21298)  -0.1839
O (-0.33007, -0.18414, -7.69339)  -0.2147
O (-0.48534, 4.93518, -7.13636)  -0.1969
O (-2.37427, 3.33015, 8.36912)  -0.0553
O (1.81710, -8.62658, 0.32486)  -0.2312
O (-1.10910, 1.14573, 1.68498)  -0.0459
O (-0.60123, -1.65580, 0.23928)  -0.0859
O (0.21546, 6.92929, 4.97315)  -0.2051
O (-5.18829, 3.05053, 7.33652)  -0.0807
N (5.83403, 0.39972, -3.51556)  0.0195
N (-2.57831, -2.47178, 3.64584)  0.0365
N (-2.14862, 1.70985, -8.51252)  0.0305
N (-0.87257, 6.97114, 7.65362)  0.0367
N (4.29624, -11.50667, 0.37837)  0.0229
N (-0.61537, 4.74166, -3.50261)  0.0070
N (5.85619, 1.33740, 4.10990)  0.0243
N (-4.17590, 4.58387, 0.54758)  0.0279
N (-0.73651, -4.85882, -3.48934)  0.0170
C (5.12925, -1.62960, -2.45619)  -0.1946
C (-1.65957, 1.54198, -10.82692)  -0.0662
C (2.78821, -9.58323, 0.79507)  -0.1734
C (-4.52472, -2.68457, 2.40783)  -0.0635
C (4.29580, 3.61233, 0.18738)  -0.2755
C (-4.67081, 5.83883, 1.07018)  -0.4544
C (-5.54921, 7.24680, 4.36092)  -0.1172
C (4.47411, -0.70165, 4.45563)  -0.2049
C (0.61810, 6.39537, 3.73213)  -0.1120
C (-4.72263, 5.83769, 2.59503)  -0.1771
C (-1.10320, 4.48255, -4.79431)  -0.4244
C (-3.59595, -4.67387, 3.68925)  -0.1423
C (3.74942, 1.68085, 5.15685)  -0.0816
C (5.78607, -1.02511, -3.69604)  -0.4485
C (-0.23703, 0.25800, -9.06670)  -0.1804
C (-6.00050, 6.05370, 0.40664)  -0.0722
C (1.11070, -7.89510, 1.29959)  -0.1070
C (0.34975, 5.68023, -8.05734)  -0.0819
C (-2.60011, 4.97587, -4.79723)  -0.0529
C (-2.08724, -5.47120, -3.54096)  -0.3849
C (3.94737, 4.34558, -1.08494)  -0.2511
C (-3.83844, -3.14455, 3.63078)  -0.4920
C (3.39663, -10.54563, -0.32767)  -0.3826
C (1.01329, 6.53469, 6.10242)  -0.1793
C (-4.71307, -6.79192, 3.49939)  -0.1686
C (-1.67518, 0.75743, -9.47048)  -0.4172
C (7.24583, -1.52050, -3.92579)  -0.0516
C (-4.07928, 2.11775, 7.08289)  -0.2217
C (-3.44590, -8.87295, -3.09664)  -0.1060
C (4.85803, 0.71005, 5.02057)  -0.4194
C (-0.13587, 0.57620, 0.87959)  -0.2780
C (-0.07470, 5.11521, -5.81373)  -0.2070
C (0.99180, -0.28283, -7.10492)  -0.0889
C (-2.69290, -5.38062, -4.98991)  -0.0641
C (2.84492, -2.39762, 4.49670)  -0.1034
C (-2.02157, -6.98556, -3.14870)  -0.2062
C (0.48172, 7.33994, 7.26874)  -0.4467
C (2.32379, -11.32519, -1.05944)  -0.0801
C (4.51044, -3.67881, -1.33019)  -0.0876
C (-0.64932, -0.30515, -0.23600)  -0.2282
C (1.11758, 7.12295, 8.61579)  -0.0918
C (-2.73218, 2.77697, 7.11065)  -0.2660
H (-6.57014, 6.84976, 0.88611)  0.0760
H (-0.22955, -5.32643, -4.22719)  0.0596
H (2.14115, -2.94161, 5.12667)  0.0853
H (-1.54855, 0.11214, -0.68915)  0.1220
H (-2.11843, 4.23696, 8.18515)  0.0658
H (7.61097, -1.05439, -4.84097)  0.0675
H (-1.55858, 0.42908, 2.13886)  0.0822
H (-6.68937, 5.20900, 0.40347)  0.0800
H (5.58577, -1.16153, -1.58406)  0.1237
H (-0.61717, 5.74970, -3.43970)  0.0737
H (-3.61445, 4.02828, 1.17702)  0.0634
H (0.66945, 0.08540, 1.42610)  0.1194
H (-2.13221, -6.05240, -5.63987)  0.0700
H (2.05303, 6.68235, 5.81048)  0.1281
H (0.77881, 7.83524, 9.36811)  0.0747
H (-2.80439, 3.51081, 6.30794)  0.1149
H (3.59655, -8.99943, 1.23540)  0.1116
H (3.58142, -4.01559, -1.79020)  0.0793
H (-5.32992, 4.99534, 2.92634)  0.1255
H (-2.64742, -9.47192, -2.65876)  0.0810
H (4.88151, 2.72794, -0.06338)  0.1190
H (-4.00714, -7.06078, 2.71359)  0.0812
H (0.35758, 1.17142, -9.05200)  0.1085
H (1.68005, 6.49085, 3.50576)  0.0829
H (-4.97359, 3.96767, 0.48362)  0.0577
H (-4.84246, -1.65413, 2.56698)  0.0893
H (-2.01958, -2.80300, 4.41928)  0.0713
H (-0.01482, 6.18484, -5.61275)  0.1147
H (-4.93441, 6.60810, 4.99512)  0.0800
H (4.23184, -0.74488, 3.39377)  0.1191
H (5.31382, 0.55797, 5.99896)  0.1335
H (7.32926, -2.59788, -4.06855)  0.0717
H (-2.70905, 6.06037, -4.78927)  0.0727
H (-2.39412, -0.05920, -9.53645)  0.1320
H (1.46514, 0.69653, -7.03485)  0.0786
H (-3.11995, -4.86842, 2.72817)  0.1136
H (0.05508, -0.40200, -1.06215)  0.1118
H (0.00426, 5.69031, -9.09108)  0.0852
H (-5.23568, 3.31799, 8.25729)  0.0730
H (0.85366, 5.48533, 6.35035)  0.1271
H (-1.51713, -7.62146, -3.87622)  0.1196
H (0.56880, -8.68647, 1.81746)  0.0847
H (5.38096, -1.30198, 4.52866)  0.1156
H (0.30077, 1.43258, 0.36571)  0.1165
H (-1.82140, 1.27850, -7.65990)  0.0559
H (-2.70992, -4.83234, -2.91470)  0.1300
H (-3.16457, 4.53441, -3.97589)  0.0719
H (5.22591, -1.21981, -4.61059)  0.1246
H (4.06492, -1.39447, -2.45913)  0.1189
H (0.37531, 5.33591, 3.81397)  0.0833
H (3.29322, 5.21363, -1.00330)  0.1216
H (4.18995, 2.61642, 5.50143)  0.0759
H (1.65658, -0.92089, -7.68719)  0.0856
H (-2.61420, 1.97790, -11.12150)  0.0710
H (-5.62965, -7.32139, 3.23932)  0.0849
H (6.64007, 0.75115, 3.86104)  0.0630
H (1.85696, -12.15529, -0.52926)  0.0767
H (-2.63138, -4.40166, -5.46526)  0.0676
H (-0.76075, -3.89985, -3.80539)  0.0573
H (-5.47244, 8.27233, 4.72215)  0.0838
H (0.42290, -7.25814, 0.74343)  0.0874
H (-3.47887, -9.22834, -4.12656)  0.0833
H (0.10447, 6.74387, 2.83613)  0.0859
H (-5.89585, 6.41523, -0.61633)  0.0807
H (6.35247, 2.03751, 4.64251)  0.0652
H (1.79228, -7.33830, 1.94265)  0.0848
H (2.19020, 7.31240, 8.57438)  0.0748
H (4.26310, -3.00659, -0.50857)  0.0749
H (-4.23364, 1.67806, 6.09752)  0.1144
H (0.65760, 8.35541, 6.91380)  0.1392
H (5.02592, -4.54755, -0.92071)  0.0818
H (6.10226, 0.90763, -4.34633)  0.0742
H (5.11202, 3.71037, 1.77741)  0.0743
H (-0.94173, 2.35529, -10.72049)  0.0684
H (-1.29577, 4.42515, -2.82659)  0.0728
H (-1.38883, 6.99781, 6.78594)  0.0661
H (-1.25486, 7.71153, 8.22437)  0.0804
H (4.80831, 4.80238, -1.57302)  0.1198
H (0.27369, -0.38282, -9.78546)  0.1216
H (-1.94104, 2.10009, 6.78813)  0.1164
H (-1.47301, 0.91865, -11.70142)  0.0665
H (7.80605, -1.13667, -3.07321)  0.0793
H (-3.87516, -2.96383, 1.57825)  0.0873
H (2.15512, -2.00323, 3.75055)  0.0774
H (-1.63317, 2.57792, -8.48301)  0.0623
H (-5.42945, -3.28692, 2.32580)  0.0816
H (0.38737, 6.71832, -7.72711)  0.0801
H (2.70972, -11.66544, -2.02038)  0.0761
H (3.42578, 3.12550, 0.62802)  0.1141
H (-4.00757, 6.59950, 0.65833)  0.1356
H (-0.58771, -2.26871, -0.49948)  0.0749
H (-4.37095, -9.16505, -2.59957)  0.0862
H (-2.95934, -5.04959, 4.49029)  0.1225
H (-1.51090, -7.10722, -2.19344)  0.1168
H (3.02842, 1.41694, 5.93056)  0.0805
H (-4.41231, -2.92513, 4.53113)  0.1430
H (-3.73032, -5.71271, -4.95021)  0.0707
H (3.94253, -10.03223, -1.11920)  0.1338
H (-3.76006, 5.58604, 3.04027)  0.1169
H (0.84803, -0.55811, -6.06010)  0.0833
H (0.93512, 4.73777, -5.65273)  0.1212
H (-2.03796, -2.64579, 2.81047)  0.0647
H (-6.59418, 6.96317, 4.48610)  0.0847
H (1.36870, 5.29372, -8.03602)  0.0832
H (1.46084, -10.69030, -1.26027)  0.0687
H (3.58937, -3.03161, 4.01508)  0.0874
H (-1.17922, 3.40017, -4.89811)  0.1298
H (4.97815, 0.86984, -3.25758)  0.0674
H (2.31265, -10.10190, 1.62749)  0.1136
H (-4.39686, -7.36778, 4.36916)  0.0791
H (0.89239, 6.17634, 9.10703)  0.0815
H (3.16384, 1.85618, 4.25439)  0.0820
H (3.79565, -11.93436, 1.14426)  0.0586
H (4.89728, -10.97102, 0.98823)  0.0536
H (-4.17652, 1.24134, 7.72363)  0.1130
H (2.51522, 3.75379, -2.19471)  0.0710
H (-3.06657, 4.70370, -5.74404)  0.0658

Among the records above, which one has the lowest HOMO level? C37H38N3O2S

What is the formula in the second record? C42H117N9O15

What is the formula in the first record? C37H38N3O2S

The lowest maximum force belongs to which entry? C42H117N9O15